Entry 1:
Entry from the OMol25 dataset: a single C23H21N3O3 molecule (ωB97M-V/def2-TZVPD).

Geometry (Å):
1 N -1.1611 0.4060 -0.7553
2 N -0.2128 -0.0791 1.3089
3 O -2.7601 4.1130 3.8910
4 O 3.7704 -3.2779 -0.0287
5 O 3.1940 -3.7950 -2.8215
6 C -1.3196 -0.0231 -1.9545
7 C -0.2850 -0.2933 0.0299
8 C -1.5218 7.8933 2.5657
9 C -1.4576 6.7848 1.7479
10 C -1.8999 7.7474 3.9211
11 C -0.4797 1.4482 3.1539
12 C -2.4163 1.0903 1.7805
13 C -1.8069 5.5308 2.1241
14 C -2.3385 6.4687 4.3363
15 C -1.1431 2.5441 3.7344
16 C -3.0620 2.2309 2.3494
17 C 1.9192 -1.5930 -0.1283
18 C 1.3875 -2.4042 -2.6908
19 C -1.0218 0.8104 2.1054
20 C -2.3502 5.3639 3.4022
21 C -2.3743 3.0093 3.2644
22 C 2.8497 -2.5694 -0.7301
23 C 2.5601 -2.8998 -2.1140
24 C 0.7546 -1.1382 -0.6928
25 C 0.5478 -1.5589 -2.0095
26 N -0.6214 -1.0300 -2.6234
27 C 3.8189 -3.3508 1.4245
28 C 4.5764 -3.3467 -3.2119
29 C -1.3711 -1.5490 -3.8125
30 H -2.1150 0.4632 -2.4122
31 H -1.2552 8.8086 2.1335
32 H -1.1195 6.9406 0.7271
33 H -2.1071 8.5891 4.5860
34 H 0.5254 1.1725 3.3925
35 H -2.9960 0.4142 1.1527
36 H -1.8334 4.7251 1.4446
37 H -2.6292 6.3793 5.4108
38 H -0.5599 3.1269 4.4979
39 H -4.0748 2.4372 2.1246
40 H 2.0264 -1.3282 0.8974
41 H 1.2005 -2.7081 -3.7046
42 H 3.1110 -4.0872 1.8615
43 H 4.7174 -3.6892 1.7267
44 H 3.7438 -2.4073 1.9474
45 H 4.4872 -2.5176 -3.8643
46 H 5.0949 -4.0807 -3.7433
47 H 5.2455 -2.9866 -2.3511
48 H -0.9787 -1.0680 -4.7288
49 H -1.1522 -2.5662 -4.0051
50 H -2.4349 -1.4073 -3.8490

Values from the calculation:
**ΔE to the lowest compared entry with this formula, charge and spin**: 6.016 eV
**Net charge**: 0
**HOMO energy**: -7.35 eV
**LUMO level**: 0.414 eV

Results of the natural (NBO) charge analysis, in e, for atoms 1 through 2: -0.51 -0.49

Entry 2:
Entry from the OMol25 dataset: a molecular structure, C39H35CuN2O8PS3 (ωB97M-V/def2-TZVPD).

Geometry (Å):
1 Cu -0.3277 -2.2004 -0.8041
2 C 4.5440 1.1565 -0.6388
3 C 3.7655 1.9798 -1.6435
4 C 4.5275 2.5691 -2.7018
5 C 3.9609 3.3140 -3.7237
6 C 2.6004 3.5707 -3.6535
7 C 1.7978 3.0073 -2.6448
8 C 2.3494 2.1663 -1.6667
9 P 1.1091 1.4434 -0.5540
10 C -0.6302 2.0682 -0.9348
11 C -1.1671 2.9696 0.0091
12 C -2.3562 3.6706 -0.2506
13 C -3.1763 3.3625 -1.3217
14 C -2.7177 2.3561 -2.1644
15 C -1.4417 1.7609 -2.0699
16 C -1.0355 0.7682 -3.1595
17 C 1.6453 2.3982 0.9579
18 C 2.3033 3.5615 1.3927
19 C 2.6816 3.6390 2.7397
20 C 2.4513 2.6065 3.6482
21 C 1.8810 1.4323 3.2046
22 C 1.5597 1.3182 1.8289
23 C 1.0552 0.1924 0.9221
24 H 5.5783 1.0101 -1.0113
25 H 4.1155 0.1370 -0.5505
26 H 4.6159 1.6059 0.3539
27 H 5.6136 2.3912 -2.6958
28 H 4.5973 3.6455 -4.5571
29 H 2.1400 4.2159 -4.4055
30 H 0.7520 3.3002 -2.5919
31 H -0.6212 3.1465 0.9363
32 H -2.6126 4.3822 0.5039
33 H -4.0924 3.9378 -1.5152
34 H -3.3490 2.0025 -2.9870
35 H -1.1373 1.2457 -4.1553
36 H -1.7349 -0.1085 -3.1480
37 H 0.0006 0.4422 -3.0688
38 H 2.5129 4.3850 0.7063
39 H 3.1535 4.5319 3.1146
40 H 2.7566 2.7380 4.7000
41 H 1.7120 0.5973 3.8682
42 H 0.0483 -0.1007 1.2343
43 H 1.7258 -0.6807 0.8599
44 O 3.0442 -0.6582 -2.9198
45 S 1.9568 -1.6178 -2.8853
46 O 1.1737 -1.8283 -4.0860
47 O 1.0665 -1.2741 -1.7037
48 C 2.6975 -3.1357 -2.2791
49 C 4.0444 -3.0052 -1.9218
50 C 4.6033 -3.8694 -0.9775
51 C 3.8175 -4.8158 -0.3601
52 C 2.5142 -5.0575 -0.8061
53 C 1.9555 -4.2447 -1.8040
54 S 0.3263 -4.7415 -2.3693
55 O 0.2845 -5.1624 -3.7440
56 O -0.0285 -5.6832 -1.3100
57 O -0.5257 -3.4183 -2.3363
58 H 4.6260 -2.1998 -2.3609
59 H 5.6399 -3.7103 -0.7154
60 H 4.1837 -5.3880 0.4562
61 H 1.9513 -5.8802 -0.3511
62 C -5.6685 2.9664 2.0088
63 C -4.7197 1.9049 2.4517
64 C -4.1919 1.0320 1.4591
65 C -3.2509 0.0710 1.7712
66 C -2.8792 -0.0714 3.1081
67 C -3.4251 0.7507 4.1121
68 C -4.3187 1.7671 3.7864
69 S -1.6454 -1.2454 3.6379
70 O -0.5109 -0.5400 4.1497
71 O -2.3727 -2.2249 4.4402
72 N -1.1021 -1.9324 2.2657
73 C -1.6709 -2.9720 1.6705
74 C -2.3142 -4.0587 2.3606
75 C -3.2444 -4.8241 1.7327
76 C -3.4128 -4.7086 0.3638
77 C -2.6141 -3.8160 -0.3170
78 N -1.7000 -3.0181 0.2884
79 H -5.4231 3.3091 0.9701
80 H -5.5902 3.8510 2.6877
81 H -6.7020 2.6098 1.9824
82 H -4.5054 1.1357 0.4326
83 H -2.8027 -0.5255 0.9739
84 H -3.0574 0.5952 5.1176
85 H -4.7178 2.4642 4.5216
86 H -2.0694 -4.1622 3.4144
87 H -3.8386 -5.5302 2.2970
88 H -4.1119 -5.3379 -0.1767
89 H -2.6260 -3.7352 -1.3988

Values from the calculation:
**Spin multiplicity**: 2
**ΔE to the lowest compared entry with this formula, charge and spin**: 0.784 eV
**Net charge**: -2
**⟨S²⟩**: 0.76
**HOMO energy (alpha / beta)**: -0.07 / -1.91 eV
**LUMO level (alpha / beta)**: 4.025 / 4.022 eV

Results of the Löwdin charge analysis, in e, for atoms 1 through 2: 0.35 -0.06

Entry 3:
Entry from the OMol25 dataset: 2 unconnected molecules or ions with the total composition C4H12NO (ωB97M-V/def2-TZVPD).

Geometry (Å):
1 C 0.0569 0.0260 1.1634
2 N -0.1555 -0.5607 -0.1895
3 C 0.2776 0.5397 -1.1537
4 C 1.4740 1.1422 -0.4276
5 C 1.2420 0.9568 0.9967
6 H 0.1462 -0.7309 1.9362
7 H -0.8209 0.6530 1.3505
8 H 0.3906 -1.4053 -0.3729
9 H -1.1496 -0.8941 -0.2941
10 H 0.5347 0.0093 -2.0613
11 H -0.5983 1.1941 -1.2674
12 H 1.5103 2.2317 -0.7649
13 H 2.4362 0.8739 -0.9443
14 H 2.1231 0.3761 1.4530
15 H 1.1736 1.9222 1.5447
16 H -2.7234 -2.6919 -0.8657
17 H -3.3055 -1.7818 0.2865
18 O -2.6120 -1.8603 -0.3896

Values from the calculation:
**Spin multiplicity**: 2
**ΔE to the lowest compared entry with this formula, charge and spin**: 1.825 eV
**Net charge**: +2
**⟨S²⟩**: 0.75
**HOMO energy (alpha / beta)**: -19.63 / -19.63 eV
**LUMO level (alpha / beta)**: -7.479 / -15.525 eV

Results of the Löwdin charge analysis, in e, for atoms 1 through 2: -0.05 0.07

Entry 4:
Entry from the OMol25 dataset: a single C3H8N2O molecule (ωB97M-V/def2-TZVPD).

Geometry (Å):
1 C 1.0576 0.8250 0.1567
2 C -0.0246 -0.0648 -0.2980
3 C 0.3610 -1.4615 -0.7557
4 N 0.4044 -0.0274 1.1214
5 N -1.2504 0.5015 -0.5750
6 O -0.3816 0.5311 2.0831
7 H 2.0754 0.5988 -0.0395
8 H 0.8990 1.9236 0.3832
9 H 0.7317 -1.4188 -1.7570
10 H -0.5115 -2.2363 -0.7039
11 H 1.0863 -1.7715 -0.0075
12 H -1.8871 0.6033 0.1430
13 H -1.5914 0.8171 -1.4589
14 H -0.9688 1.1800 1.7082

Values from the calculation:
**ΔE to the lowest compared entry with this formula, charge and spin**: 4.452 eV
**Net charge**: 0
**HOMO energy**: -8.71 eV
**LUMO level**: 0.970 eV

Results of the natural (NBO) charge analysis, in e, for atoms 1 through 2: -0.29 0.20